(1)
13 unconnected molecules or ions with the total composition C21H68N6O13 at a distorted geometry. Source: the OMol25 dataset; level of theory: the ωB97M-V functional and the def2-TZVPD basis.

Properties
- DFT total energy (eV) = -58437.4780
- multiplicity = 1
- energy relative to the best compared isomer or geometry (same formula, charge and spin) (kJ/mol) = 0.0
- LUMO (eV) = 0.17

Bonds (Å) are listed after each position.
Atoms and positions in Å:
1 C 3.72 -1.61 -0.30  O2 1.441, H3 1.090, H4 1.090, H5 1.090
2 O 3.70 -0.99 1.00  C1 1.441, H6 0.960
3 H 4.68 -1.56 -0.80  C1 1.090
4 H 3.40 -2.65 -0.32  C1 1.090
5 H 3.02 -1.03 -0.90  C1 1.090
6 H 4.03 -1.60 1.66  O2 0.960
7 C 0.15 2.60 4.49  O8 1.450, H9 1.090, H10 1.090, H11 1.090
8 O 0.50 2.87 3.11  C7 1.450, H12 0.960
9 H -0.79 3.04 4.83  C7 1.090
10 H -0.01 1.52 4.53  C7 1.090
11 H 0.93 2.83 5.21  C7 1.090
12 H 1.32 2.41 2.91  O8 0.960
13 C 0.10 -0.24 0.23  O14 1.431, H15 1.090, H16 1.090, H17 1.090
14 O -1.22 -0.69 -0.10  C13 1.431, H18 0.960
15 H 0.55 0.16 -0.69  C13 1.090
16 H 0.03 0.63 0.89  C13 1.090
17 H 0.68 -0.97 0.79  C13 1.090
18 H -1.50 -0.12 -0.82  O14 0.960
19 C -2.44 2.93 0.98  O20 1.436, H21 1.090, H22 1.090, H23 1.090
20 O -2.18 3.57 2.24  C19 1.436, H24 0.960
21 H -3.09 3.62 0.44  C19 1.090
22 H -1.63 2.69 0.30  C19 1.090
23 H -2.95 1.99 1.18  C19 1.090
24 H -1.45 3.13 2.70  O20 0.960
25 C -3.14 -0.18 3.40  O26 1.459, H27 1.090, H28 1.090, H29 1.090
26 O -1.92 -0.66 2.77  C25 1.459, H30 0.960
27 H -2.97 0.88 3.58  C25 1.090
28 H -4.03 -0.32 2.78  C25 1.090
29 H -3.45 -0.70 4.31  C25 1.090
30 H -1.90 -0.30 1.87  O26 0.960
31 C 3.63 2.13 1.99  O32 1.367, H33 1.090, H34 1.090, H35 1.090
32 O 2.66 1.19 2.17  C31 1.367, H36 0.960
33 H 3.76 2.48 0.96  C31 1.090
34 H 3.36 3.03 2.54  C31 1.090
35 H 4.57 1.82 2.44  C31 1.090
36 H 2.83 0.38 1.69  O32 0.960
37 C -0.60 -5.24 2.13  O38 1.199, N39 1.309, N40 1.348
38 O -0.76 -6.05 3.01  C37 1.199
39 N -0.77 -3.95 2.21  C37 1.309, H41 1.010, H42 1.010
40 N -0.39 -5.53 0.84  C37 1.348, H43 1.010, H44 1.010
41 H -0.90 -3.51 3.11  N39 1.010
42 H -0.88 -3.36 1.40  N39 1.010
43 H -0.24 -4.72 0.26  N40 1.010
44 H -0.37 -6.47 0.45  N40 1.010
45 C -2.57 1.72 -2.60  O46 1.205, N47 1.265, N48 1.277
46 O -2.13 0.61 -2.49  C45 1.205
47 N -3.76 2.02 -2.30  C45 1.265, H49 1.010, H50 1.010
48 N -1.88 2.70 -3.04  C45 1.277, H51 1.010, H52 1.010
49 H -4.43 1.33 -2.00  N47 1.010
50 H -4.03 3.00 -2.31  N47 1.010
51 H -2.14 3.67 -3.13  N48 1.010
52 H -1.00 2.42 -3.45  N48 1.010
53 C -5.25 -1.26 -2.82  O54 1.224, N55 1.316, N56 1.316
54 O -5.76 -0.31 -2.25  C53 1.224
55 N -3.97 -1.25 -3.12  C53 1.316, H57 1.010, H58 1.010
56 N -5.86 -2.35 -3.24  C53 1.316, H59 1.010, H60 1.010
57 H -3.32 -0.51 -2.88  N55 1.010
58 H -3.63 -2.06 -3.60  N55 1.010
59 H -6.87 -2.30 -3.14  N56 1.010
60 H -5.29 -3.15 -3.47  N56 1.010
61 C 1.42 -4.33 -1.97  C62 1.501, H65 1.090, H66 1.090, H67 1.090
62 C 0.55 -3.11 -1.90  C61 1.501, C63 1.576, O64 1.409, H68 1.090
63 C -0.34 -2.83 -3.17  C62 1.576, H69 1.090, H70 1.090, H71 1.090
64 O -0.35 -3.37 -0.85  C62 1.409, H72 0.960
65 H 0.94 -5.22 -2.38  C61 1.090
66 H 1.75 -4.57 -0.96  C61 1.090
67 H 2.21 -4.22 -2.71  C61 1.090
68 H 1.11 -2.22 -1.62  C62 1.090
69 H -0.95 -3.67 -3.50  C63 1.090
70 H 0.21 -2.57 -4.08  C63 1.090
71 H -0.96 -1.98 -2.90  C63 1.090
72 H -0.90 -2.60 -0.69  O64 0.960
73 C 1.48 3.68 -1.12  C74 1.519, H77 1.090, H78 1.090, H79 1.090
74 C 1.66 5.17 -0.93  C73 1.519, C75 1.586, O76 1.439, H80 1.090
75 C 2.61 5.54 0.29  C74 1.586, H81 1.090, H82 1.090, H83 1.090
76 O 2.32 5.63 -2.12  C74 1.439, H84 0.960
77 H 1.04 3.15 -0.27  C73 1.090
78 H 2.47 3.24 -1.27  C73 1.090
79 H 1.01 3.53 -2.09  C73 1.090
80 H 0.66 5.59 -0.85  C74 1.090
81 H 3.57 5.03 0.39  C75 1.090
82 H 2.09 5.29 1.22  C75 1.090
83 H 2.65 6.63 0.29  C75 1.090
84 H 3.22 5.30 -2.01  O76 0.960
85 C 1.38 0.70 -3.40  C86 1.506, H89 1.090, H90 1.090, H91 1.090
86 C 1.34 1.41 -4.73  C85 1.506, C87 1.547, O88 1.421, H92 1.090
87 C 1.01 0.42 -5.88  C86 1.547, H93 1.090, H94 1.090, H95 1.090
88 O 0.31 2.39 -4.64  C86 1.421, H96 0.960
89 H 2.19 -0.01 -3.29  C85 1.090
90 H 0.48 0.10 -3.32  C85 1.090
91 H 1.41 1.38 -2.55  C85 1.090
92 H 2.27 1.93 -4.97  C86 1.090
93 H 1.18 0.89 -6.85  C87 1.090
94 H -0.02 0.07 -5.85  C87 1.090
95 H 1.65 -0.45 -5.76  C87 1.090
96 H 0.69 3.21 -4.97  O88 0.960
97 C 0.87 -3.03 6.11  C98 1.509, H101 1.090, H102 1.090, H103 1.090
98 C 0.56 -1.91 5.15  C97 1.509, C99 1.525, O100 1.424, H104 1.090
99 C 1.59 -1.78 4.04  C98 1.525, H105 1.090, H106 1.090, H107 1.090
100 O -0.62 -2.30 4.44  C98 1.424, H108 0.960
101 H 1.77 -2.83 6.69  C97 1.090
102 H 1.10 -3.90 5.49  C97 1.090
103 H 0.16 -3.39 6.85  C97 1.090
104 H 0.45 -0.95 5.65  C98 1.090
105 H 2.53 -1.50 4.53  C99 1.090
106 H 1.21 -1.03 3.35  C99 1.090
107 H 1.80 -2.74 3.57  C99 1.090
108 H -0.91 -1.56 3.91  O100 0.960

***

(2)
A gas-phase ion, C5H5N2 (charge +1) at a distorted geometry. Source: the OMol25 dataset; level of theory: the ωB97M-V functional and the def2-TZVPD basis.

Properties
- DFT total energy (eV) = -8233.8530
- charge = +1
- multiplicity = 1
- energy relative to the best compared isomer or geometry (same formula, charge and spin) (kJ/mol) = 250.2
- LUMO (eV) = -6.03
- SMILES = C=[N+]=C=NC1C=C1

Bonds (Å) are listed after each position.
Atoms and positions in Å:
1 C 2.56 -0.16 0.68  C2 1.303, C3 1.527, H8 1.027
2 C 2.67 -0.35 -0.60  C1 1.303, C3 1.547, H10 1.033
3 C 1.49 0.54 -0.15  C1 1.527, C2 1.547, N6 1.392, H9 1.096
4 C -3.41 -0.20 0.21  N7 1.268, H11 1.176, H12 1.019
5 C -1.01 -0.11 -0.31  N6 1.216, N7 1.258
6 N 0.18 0.11 -0.36  C3 1.392, C5 1.216
7 N -2.27 -0.03 -0.33  C4 1.268, C5 1.258
8 H 2.94 -0.29 1.63  C1 1.027
9 H 1.61 1.62 -0.32  C3 1.096
10 H 3.11 -0.59 -1.50  C2 1.033
11 H -3.67 -0.88 1.14  C4 1.176
12 H -4.21 0.35 -0.08  C4 1.019

***

(3)
4 unconnected molecules or ions with the total composition C3H13O3S at a distorted geometry. Source: the OMol25 dataset; level of theory: the ωB97M-V functional and the def2-TZVPD basis.

Properties
- DFT total energy (eV) = -20300.9177
- charge = -1
- multiplicity = 1
- energy relative to the best compared isomer or geometry (same formula, charge and spin) (kJ/mol) = 76.7
- LUMO (eV) = 3.84

Bonds (Å) are listed after each position.
Atoms and positions in Å:
1 C 2.16 1.60 1.41  C2 1.542, H5 1.113, H6 1.088, H7 1.088
2 C 0.70 1.12 1.53  C1 1.542, C3 1.494, H8 1.101, H9 1.078
3 C -0.05 0.92 0.26  C2 1.494, S4 1.893, H10 1.086, H11 1.096
4 S 0.57 -0.61 -0.67  C3 1.893
5 H 2.10 2.30 0.55  C1 1.113
6 H 2.49 2.22 2.23  C1 1.088
7 H 2.87 0.89 0.98  C1 1.088
8 H 0.19 1.90 2.12  C2 1.101
9 H 0.68 0.21 2.12  C2 1.078
10 H -1.07 0.60 0.44  C3 1.086
11 H -0.01 1.64 -0.57  C3 1.096
12 H -0.61 -0.14 -2.81  O14 0.980
13 H -1.70 0.82 -2.50  O14 0.963
14 O -1.09 0.61 -3.21  H12 0.980, H13 0.963
15 H 0.42 -2.63 0.08  O17 1.000
16 H -0.12 -2.94 1.44  O17 0.962
17 O 0.39 -3.37 0.75  H15 1.000, H16 0.962
18 H -2.45 -1.88 -2.12  O20 0.961
19 H -2.44 -1.52 -0.65  O20 0.962
20 O -3.03 -1.75 -1.37  H18 0.961, H19 0.962

***

(4)
4 unconnected molecules or ions with the total composition FH9O3 at a distorted geometry. Source: the OMol25 dataset; level of theory: the ωB97M-V functional and the def2-TZVPD basis.

Properties
- DFT total energy (eV) = -8987.4856
- charge = +2
- multiplicity = 1
- LUMO (eV) = -7.77

Bonds (Å) are listed after each position.
Atoms and positions in Å:
1 O 1.87 0.27 2.02  H2 1.031, H3 0.979, H4 0.981
2 H 1.22 0.16 1.22  O1 1.031
3 H 1.49 0.88 2.68  O1 0.979
4 H 2.73 0.57 1.66  O1 0.981
5 O -0.08 -1.61 -1.78  H6 1.041, H7 0.976, H8 0.980
6 H 0.22 -0.87 -1.12  O5 1.041
7 H -0.33 -1.29 -2.67  O5 0.976
8 H 0.57 -2.35 -1.80  O5 0.980
9 O -1.99 1.15 0.15  H10 0.983, H11 0.981, H12 1.025
10 H -2.80 0.60 0.20  O9 0.983
11 H -2.08 1.87 -0.52  O9 0.981
12 H -1.18 0.55 -0.04  O9 1.025
13 F 0.35 0.08 0.00  no bonds

***

What did the second record say?
A gas-phase ion, C5H5N2 (charge +1) at a distorted geometry. Source: the OMol25 dataset; level of theory: the ωB97M-V functional and the def2-TZVPD basis.

Properties
- DFT total energy (eV) = -8233.8530
- charge = +1
- multiplicity = 1
- energy relative to the best compared isomer or geometry (same formula, charge and spin) (kJ/mol) = 250.2
- LUMO (eV) = -6.03
- SMILES = C=[N+]=C=NC1C=C1

Bonds (Å) are listed after each position.
Atoms and positions in Å:
1 C 2.56 -0.16 0.68  C2 1.303, C3 1.527, H8 1.027
2 C 2.67 -0.35 -0.60  C1 1.303, C3 1.547, H10 1.033
3 C 1.49 0.54 -0.15  C1 1.527, C2 1.547, N6 1.392, H9 1.096
4 C -3.41 -0.20 0.21  N7 1.268, H11 1.176, H12 1.019
5 C -1.01 -0.11 -0.31  N6 1.216, N7 1.258
6 N 0.18 0.11 -0.36  C3 1.392, C5 1.216
7 N -2.27 -0.03 -0.33  C4 1.268, C5 1.258
8 H 2.94 -0.29 1.63  C1 1.027
9 H 1.61 1.62 -0.32  C3 1.096
10 H 3.11 -0.59 -1.50  C2 1.033
11 H -3.67 -0.88 1.14  C4 1.176
12 H -4.21 0.35 -0.08  C4 1.019

***

Q: What is the DFT total energy in the third record?
A: -20300.9177 eV